No. 1
54
Properties=species:S:1:pos:R:3:forces:R:3 method="wB97M-V/def2-TZVPD" homo_lumo_gap_ha=0.343 total_charge=+1 max_force_ev_per_a=1.58 de_lowest_kcal_mol=4.3
C 3.422395 -4.983346 1.236483 -0.1 0.4 -0.6
C 3.459601 -4.877935 -0.306135 -0.1 0.3 0.0
C 4.415642 -3.801612 -0.735319 -0.8 -0.4 -0.6
O 5.527762 -3.702884 -0.358474 1.4 0.4 0.7
O 3.884487 -2.907161 -1.642612 -0.7 0.1 0.4
C 4.112034 -1.557410 -1.302680 0.2 0.4 -0.3
C 3.176311 -1.081691 -0.174471 0.6 0.6 -0.3
N 2.835229 0.336567 -0.389332 -0.1 -0.4 0.3
C 3.928865 1.266306 -0.442071 0.4 0.6 -0.4
C 4.780582 1.400857 0.638389 -0.1 -0.3 0.5
C 5.862924 2.266742 0.562019 -0.3 0.1 -0.8
C 6.028394 2.969867 -0.625701 -0.3 -0.4 0.4
C 5.101507 2.770042 -1.643312 0.2 0.2 -0.1
N 4.072615 1.929111 -1.583120 0.1 -0.2 0.4
C 1.599513 0.758019 -0.581270 -0.3 0.4 -0.2
N 1.227306 2.048562 -0.770078 0.3 -0.1 0.0
C -0.072387 2.034017 -0.922013 -0.1 0.0 0.2
N -0.564657 0.801931 -0.828892 0.3 0.5 -0.3
O -1.820645 0.322851 -0.907066 -0.1 -0.2 0.2
N 0.501746 -0.029499 -0.610121 -0.3 -0.5 -0.1
H 4.191270 -4.353345 1.666273 0.3 -0.2 0.2
H 2.475395 -4.586319 1.587408 -0.2 -0.2 0.2
H 3.541799 -6.007236 1.557863 0.0 -0.1 0.2
H 3.794509 -5.797965 -0.775205 0.0 -0.2 0.0
H 2.483159 -4.623119 -0.701047 -0.2 -0.2 -0.1
H 3.945812 -0.955790 -2.189964 -0.2 -0.1 -0.2
H 5.140920 -1.377884 -0.999915 0.2 -0.2 0.0
H 2.287845 -1.696919 -0.111511 -0.1 -0.1 0.0
H 3.719732 -1.114689 0.763411 -0.2 -0.3 0.3
H 4.614920 0.819611 1.534002 -0.1 0.0 0.1
H 6.537733 2.389277 1.391627 0.1 0.0 0.1
H 6.850361 3.650420 -0.758612 0.1 0.2 -0.1
H 5.215216 3.330999 -2.559417 -0.1 0.0 -0.2
H -0.701105 2.888210 -1.106127 -0.1 0.1 0.0
H -2.152078 0.469631 -1.808231 0.2 -0.1 -0.1
H 0.341527 -1.020633 -0.531196 0.1 0.0 0.0
C -6.943644 1.735438 -0.392744 -0.2 0.4 -0.4
C -7.690556 0.525054 0.187801 0.4 -0.2 -0.1
C -8.258422 0.640583 1.604795 -0.3 -0.1 0.1
F -7.281424 0.854981 2.510000 0.0 0.0 -0.1
F -8.870998 -0.521278 1.916539 0.0 0.0 0.0
F -6.910221 -0.574703 0.086040 0.0 0.0 0.1
F -8.768276 0.333097 -0.619860 -0.1 0.1 0.0
O -5.522968 1.731722 -0.325480 0.1 -0.4 0.3
C -4.845604 2.188054 0.770608 -0.4 0.2 -0.2
C -4.044738 1.071840 1.443904 0.2 -0.3 0.3
F -4.832918 0.044738 1.805648 -0.1 0.1 0.0
F -3.443712 1.550882 2.558403 0.0 0.1 -0.1
F -5.643247 2.828782 1.633702 0.1 0.0 0.0
F -3.928459 3.087483 0.323164 0.1 0.1 0.0
H -7.149105 1.697387 -1.460730 0.0 -0.1 0.0
H -7.360786 2.677786 -0.038824 0.0 -0.1 0.2
H -8.990771 1.450778 1.661180 0.0 0.0 0.0
H -3.280400 0.699799 0.762262 -0.1 0.1 0.0

***

No. 2
42
Properties=species:S:1:pos:R:3:forces:R:3 method="wB97M-V/def2-TZVPD" smiles="CC[C@@H](C)NC(=O)c1ccc(CSCc2cccc(F)c2)o1" homo_lumo_gap_ha=0.332 max_force_ev_per_a=1.33 de_lowest_kcal_mol=1.5
C -3.058996 3.107430 -3.230592 0.0 -0.1 0.2
C -2.692950 2.133107 -2.117846 0.2 0.0 -0.3
C -1.182131 1.889611 -2.007789 -0.1 0.1 0.0
C -0.431370 3.105718 -1.471343 -0.1 -0.2 -0.2
N -0.939929 0.743687 -1.154974 -0.1 0.1 0.2
C -0.306616 -0.372883 -1.577517 -0.2 0.2 0.3
O 0.177523 -0.501867 -2.686129 0.2 -0.2 -0.2
C -0.248743 -1.443496 -0.566795 0.6 -1.1 -0.4
C 0.338821 -2.679013 -0.633054 -0.3 0.8 -0.2
C 0.105664 -3.293976 0.614232 -0.5 0.4 0.4
C -0.614751 -2.397669 1.355549 0.2 -0.9 -0.1
C -1.130065 -2.485522 2.738314 0.3 0.6 0.3
S -0.454283 -1.178190 3.838446 0.0 -0.2 0.1
C 1.343160 -1.445665 3.638169 -0.6 0.0 0.1
C 1.872082 -0.906567 2.345717 0.2 0.1 -0.3
C 1.555572 0.384694 1.939485 0.1 0.0 0.1
C 2.033705 0.884864 0.742529 0.0 0.0 0.1
C 2.838503 0.108613 -0.073539 0.2 -0.2 -0.1
C 3.152779 -1.169606 0.346775 0.0 0.2 0.1
F 3.938953 -1.944409 -0.426671 0.0 0.0 0.0
C 2.685354 -1.689958 1.539392 0.1 0.2 -0.1
O -0.836620 -1.276132 0.643708 -0.2 0.2 0.2
H -4.140067 3.181211 -3.321459 -0.1 0.1 -0.1
H -2.657399 2.764401 -4.180988 0.0 0.0 -0.1
H -2.668811 4.101361 -3.028668 0.0 0.1 0.0
H -3.068040 2.507815 -1.161736 0.0 -0.1 0.1
H -3.176651 1.173535 -2.315349 0.0 0.0 0.1
H -0.782332 1.613737 -2.989462 -0.1 0.1 0.1
H -0.580522 3.961792 -2.121989 0.0 0.2 0.0
H 0.633521 2.892170 -1.428187 0.1 0.0 0.0
H -0.782374 3.359533 -0.472539 0.0 0.1 0.1
H -1.301798 0.770758 -0.214405 0.0 -0.1 0.0
H 0.872258 -3.076442 -1.471017 0.1 0.0 -0.2
H 0.421249 -4.270114 0.921492 0.0 -0.2 0.2
H -2.207537 -2.320804 2.775944 0.0 -0.1 0.0
H -0.889001 -3.456331 3.169881 -0.1 0.0 -0.1
H 1.783737 -0.916449 4.485123 0.0 -0.1 0.0
H 1.538168 -2.512706 3.743084 0.1 0.0 0.0
H 0.917532 0.989418 2.566926 -0.1 0.1 0.0
H 1.777919 1.889041 0.442475 0.0 0.1 0.0
H 3.209479 0.471056 -1.018111 0.0 0.0 -0.1
H 2.955008 -2.695754 1.822917 0.0 -0.1 0.0

***

Here are the calculated highest occupied orbital energy numbers, same order: -12.55; -8.52 (eV).